1.
The following is a quantum chemistry calculation of a structure of composition C15H9Cl5N2O6S2Sn, from the OMol25 dataset.

Results
* gap between HOMO and LUMO: 8.764 eV
* LUMO: -0.72 eV
* total charge: 0

Each line ends with the Mulliken charge.
Atoms and positions in Å:
Sn  0.053009  -0.117096  -0.269852  1.158
O  -0.459994  1.735010  -3.874344  -0.631
C  -0.504247  1.352763  -2.733363  0.446
O  0.498431  0.856165  -2.042042  -0.660
C  -1.789032  1.469888  -1.933879  0.206
C  -2.943676  1.976202  -2.478300  -0.572
C  -4.049977  2.117923  -1.644858  -0.350
C  -3.939706  1.822649  -0.296354  -0.610
C  -2.732419  1.359568  0.198286  0.857
N  -1.706323  1.137012  -0.640240  0.164
C  -2.412153  1.249447  1.693164  0.132
O  -3.092440  0.510801  2.403197  -0.722
O  -1.447004  2.009194  1.964502  -0.733
H  -2.949678  2.248668  -3.524019  0.543
H  -4.986252  2.490984  -2.042324  0.442
H  -4.764605  1.965139  0.387072  0.506
Cl  3.190377  -1.587151  0.198275  -0.141
C  2.141984  -2.429387  -0.887164  0.785
C  0.887200  -1.903700  -1.150721  -1.642
C  0.086607  -2.581482  -2.056934  0.857
Cl  -1.465825  -1.895170  -2.431283  -0.133
C  0.471568  -3.772123  -2.659630  -0.120
Cl  -0.564476  -4.583046  -3.758939  -0.180
C  1.726254  -4.302217  -2.346297  0.557
Cl  2.227484  -5.781656  -3.050145  -0.168
C  2.571877  -3.624945  -1.461667  -0.085
Cl  4.115408  -4.271548  -1.090425  -0.174
O  0.777951  1.142157  3.748199  -0.497
S  0.715821  1.520789  2.357287  0.584
N  0.874301  0.308992  1.457612  -0.321
C  -1.081011  -1.590654  3.286760  -0.776
S  -1.640883  -2.324683  1.760613  0.296
C  -0.285761  -3.475318  1.547913  -0.800
O  -1.505004  -1.319187  0.604473  -0.143
H  -1.156298  -2.403831  4.014465  0.479
H  -1.773577  -0.785153  3.536300  0.302
H  -0.063629  -1.215897  3.198640  0.187
H  -0.377184  -4.228112  2.334633  0.501
H  0.670598  -2.958208  1.628435  0.194
H  -0.398214  -3.946688  0.572756  0.264

Cartesian forces (eV/Å) of the 6 atoms listed first:
0.04 -0.10 -0.31
0.01 -0.07 0.09
0.19 -0.09 0.19
-0.12 0.06 -0.03
0.06 0.08 -0.01
-0.21 0.07 0.01



2.
The following is a quantum chemistry calculation of a structure of composition C4H9NO, from the OMol25 dataset.

Results
* gap between HOMO and LUMO: 10.068 eV
* LUMO: 1.00 eV
* total charge: 0

Each line ends with the Mulliken charge.
Atoms and positions in Å:
C  1.051376  -0.513562  -1.552660  -0.860
N  0.546775  -0.206370  -0.241022  -0.025
C  -0.047730  1.045508  0.057178  -0.714
C  -0.789110  0.380999  1.230704  0.208
O  -0.206548  0.464756  2.504734  -0.584
C  -0.539502  -0.893360  0.377438  -0.641
H  1.851487  0.190833  -1.802258  0.286
H  1.452887  -1.531815  -1.568952  0.287
H  0.254953  -0.424375  -2.311420  0.342
H  -1.134741  0.993093  -0.783099  0.170
H  0.553855  1.952206  0.102695  0.309
H  -1.834319  0.676481  1.340108  0.414
H  0.741851  0.309352  2.393159  0.335
H  -0.366294  -1.896694  0.789883  0.296
H  -1.534939  -0.547052  -0.536488  0.178

Cartesian forces (eV/Å) of the 6 atoms listed first:
-0.03 -0.02 0.10
1.38 -0.17 0.59
-2.93 -0.43 -2.00
-0.22 0.08 0.18
0.44 -0.14 -0.15
-2.14 1.44 -2.04



3.
The following is a quantum chemistry calculation of a cluster of 5 separate species, C15H30O5 in total, from the OMol25 dataset.

Results
* gap between HOMO and LUMO: 9.545 eV
* LUMO: 0.11 eV
* total charge: 0

Each line ends with the Mulliken charge.
Atoms and positions in Å:
C  7.429947  -4.965348  8.046503  -1.018
C  6.960503  -3.579269  8.476791  0.761
O  7.748863  -2.681253  8.957261  -0.577
C  5.470854  -3.376082  8.521988  -1.098
H  7.517171  -5.117021  6.970629  0.284
H  6.608033  -5.595399  8.386496  0.329
H  8.261079  -5.402995  8.599484  0.324
H  5.014083  -4.009151  7.761278  0.361
H  5.040175  -2.382133  8.400873  0.320
H  4.989739  -3.851065  9.376986  0.314
C  9.217554  -0.572895  13.772468  -0.958
C  10.051991  -0.556350  15.034013  0.783
O  11.237869  -0.727560  14.993259  -0.545
C  9.401215  -0.191599  16.328382  -1.018
H  8.857401  0.434507  13.563809  0.312
H  8.314970  -1.161121  13.938108  0.248
H  9.873322  -0.972508  12.998915  0.286
H  8.814543  -0.999395  16.765857  0.268
H  8.689343  0.616110  16.158188  0.309
H  10.124178  0.237008  17.022440  0.319
C  5.742502  -5.456912  14.392576  -0.806
C  7.165607  -6.074931  14.233558  0.657
O  7.460647  -7.001674  14.962041  -0.567
C  8.028652  -5.424464  13.164070  -0.954
H  5.274034  -5.842151  15.298247  0.310
H  5.137858  -5.729508  13.527599  0.263
H  6.024108  -4.404623  14.353985  0.201
H  8.964448  -5.252276  13.695790  0.310
H  7.707225  -4.464293  12.760507  0.313
H  8.257667  -6.184878  12.417464  0.272
C  3.388693  -0.770629  13.171673  -0.871
C  3.521286  0.218715  14.313619  0.694
O  4.604119  0.734405  14.423626  -0.537
C  2.434300  0.482000  15.394531  -1.002
H  2.417473  -0.768756  12.676879  0.339
H  3.437117  -1.776889  13.587827  0.196
H  4.256441  -0.566593  12.544388  0.283
H  2.885042  0.966511  16.260656  0.297
H  1.912636  -0.394613  15.778603  0.322
H  1.761774  1.162328  14.872076  0.278
C  6.177548  -2.040113  3.138775  -0.976
C  6.153400  -2.284517  1.654286  0.711
O  7.194127  -2.346184  0.935028  -0.573
C  4.829229  -2.473964  0.955955  -0.948
H  5.363826  -2.617271  3.577912  0.309
H  5.886458  -1.005545  3.320493  0.283
H  7.121417  -2.354407  3.584236  0.301
H  4.812141  -2.185571  -0.095057  0.316
H  4.056534  -1.860786  1.419709  0.320
H  4.635438  -3.520801  1.189777  0.257

Cartesian forces (eV/Å) of the 6 atoms listed first:
-0.93 -0.23 0.77
3.30 3.45 2.66
-2.99 -3.63 -2.21
-0.95 -0.75 -0.90
0.12 0.25 0.05
-0.27 -0.32 -0.35



4.
The following is a quantum chemistry calculation of a cluster of 2 separate species, C5H3Cl2F2NS2 in total, from the OMol25 dataset.

Results
* gap between HOMO and LUMO: 8.323 eV
* LUMO: -0.82 eV
* total charge: 0

Each line ends with the Mulliken charge.
Atoms and positions in Å:
C  -2.035471  -0.461971  -1.198894  -0.521
C  -1.249125  -0.835000  -0.159642  0.148
C  -3.143854  0.818890  0.313662  0.501
C  2.445357  -1.568984  0.422779  -0.144
C  2.330715  1.004693  0.205610  0.849
N  -2.994029  0.524339  -0.938154  -0.464
F  2.740243  2.043791  0.960228  -0.220
F  2.271885  1.380888  -1.064495  -0.204
S  -1.821574  0.088871  1.254221  -0.118
S  3.619490  -0.378716  0.265885  -0.028
Cl  -4.197394  1.998956  0.998201  -0.143
Cl  2.729361  -3.204151  0.641158  -0.071
H  -1.830872  -0.619367  -2.187765  0.467
H  -0.211599  -1.293432  -0.019281  0.185
H  1.346860  0.501191  0.506486  -0.237

Cartesian forces (eV/Å) of the 6 atoms listed first:
-0.11 1.87 2.38
0.66 1.18 1.73
2.66 -0.89 -0.73
-0.77 0.94 0.07
-0.27 -1.55 0.45
-1.29 -0.55 0.24



5.
The following is a quantum chemistry calculation of a cluster of 8 separate species, C27H58O18S2 in total, from the OMol25 dataset.

Results
* gap between HOMO and LUMO (spin up / spin down): 9.616 / 3.523 eV
* LUMO (spin up / spin down): -2.64 / -8.73 eV
* total charge: +1
* 2S+1: 2

Each line ends with the Mulliken charge.
Atoms and positions in Å:
C  6.043867  2.366559  0.171042  -0.716
C  5.479725  3.296357  -0.878923  -0.586
C  4.069964  2.808493  -1.028527  -0.203
O  3.813008  2.035318  0.113658  -0.336
C  4.905087  1.999549  1.078969  0.236
H  6.822581  2.859461  0.753058  0.408
H  6.475187  1.478048  -0.290048  0.304
H  6.034404  3.134340  -1.803144  0.292
H  5.481797  4.326228  -0.521917  0.302
H  3.748098  2.192415  -1.868140  0.133
H  3.405112  3.671631  -1.061126  0.248
H  4.919806  0.971643  1.441319  -0.199
H  4.887167  2.715614  1.900568  0.070
C  1.048658  0.377479  -1.307935  0.402
C  0.666815  -0.297237  -0.055451  1.228
C  0.533538  -1.771594  -0.402442  0.030
O  1.191945  -1.947254  -1.615506  -0.087
C  1.834717  -0.728132  -2.002846  -0.766
H  1.639169  1.273959  -1.118884  0.064
H  0.234702  0.601114  -1.997556  -0.269
H  -0.256432  0.200785  0.240679  -0.443
H  1.405043  -0.148305  0.732545  -0.214
H  -0.493293  -2.121807  -0.507595  -0.435
H  0.975484  -2.362004  0.400177  0.572
H  2.033083  -0.642836  -3.071238  0.393
H  2.814333  -0.699027  -1.525776  0.267
C  1.128158  0.616750  -5.677406  -0.532
C  0.332877  -0.498446  -5.020127  0.468
C  -0.353050  -1.051895  -6.289407  -0.779
O  0.726267  -1.027524  -7.249866  -0.461
C  1.582366  0.094209  -7.003741  -0.560
H  2.011034  0.974121  -5.147392  0.204
H  0.490006  1.494235  -5.781794  0.370
H  -0.470638  -0.146767  -4.372982  -0.097
H  0.841789  -1.398829  -4.676014  0.072
H  -1.171898  -0.435597  -6.660556  0.365
H  -0.832777  -2.009381  -6.086492  0.353
H  1.569896  0.888888  -7.749684  0.311
H  2.576836  -0.346782  -6.935558  0.326
O  -3.913344  0.314129  4.039838  -0.614
S  -3.541283  1.724630  3.902187  1.179
O  -4.371903  2.746866  3.221372  -0.645
O  -3.391016  2.294227  5.451427  -0.280
C  -4.658885  2.676039  6.078014  -0.228
C  -4.644612  1.973312  7.419993  -1.186
C  -1.717721  1.983278  3.235028  -0.524
H  -5.549974  2.474504  5.483506  0.361
H  -4.605836  3.757262  6.205454  0.294
H  -5.228768  2.481686  8.187065  0.376
H  -3.634212  2.003011  7.827804  0.299
H  -4.866989  0.906736  7.387369  0.279
H  -0.978453  1.760481  4.004414  0.360
H  -1.574353  3.058114  3.124216  0.525
H  -1.741662  1.327065  2.365016  -0.231
O  -2.039358  -5.235218  0.227516  -0.506
S  -1.904534  -5.164996  -1.219404  1.089
O  -2.560181  -6.160682  -2.121796  -0.619
O  -2.183147  -3.593816  -1.658109  -0.251
C  -1.997875  -3.303230  -3.066495  -0.355
C  -2.697120  -1.984210  -3.284024  -1.117
C  -0.072683  -5.225309  -1.668819  -0.672
H  -2.366111  -4.097866  -3.715378  0.540
H  -0.932300  -3.154235  -3.240936  0.270
H  -2.779112  -1.861608  -4.364002  0.490
H  -2.225575  -1.102701  -2.849645  -0.023
H  -3.748110  -1.945600  -2.997588  0.402
H  0.051988  -5.252973  -2.751315  0.315
H  0.378815  -6.116319  -1.232536  0.498
H  0.373471  -4.344374  -1.207280  -0.045
C  2.986218  1.411971  3.863348  -0.839
O  3.301926  0.126261  3.429674  -0.014
C  4.496539  -0.393037  3.749224  0.652
O  5.298280  0.190443  4.454939  -0.569
O  4.740830  -1.582050  3.195496  -0.383
C  4.081211  -2.160829  2.068848  -0.017
H  3.842339  2.086286  3.841991  0.395
H  2.557714  1.346281  4.863438  0.319
H  2.229532  1.815251  3.190387  0.228
H  4.487700  -1.753554  1.143105  0.287
H  2.994000  -2.111733  2.008329  -0.229
H  4.160229  -3.247059  2.113158  0.408
C  -4.956267  1.984264  0.026797  -0.562
O  -3.821121  2.800628  -0.345281  -0.381
C  -2.709645  2.334080  -0.832062  0.694
O  -2.451217  1.149574  -0.923064  -0.323
O  -1.999454  3.412588  -1.274834  -0.391
C  -0.725819  3.171434  -1.894642  -0.267
H  -5.163325  1.198052  -0.699217  0.271
H  -5.884701  2.554787  0.001916  0.287
H  -4.850832  1.569190  1.029136  0.164
H  -0.227285  4.133048  -2.016528  0.393
H  -0.673881  2.632354  -2.840580  0.238
H  -0.086835  2.702412  -1.146426  -0.023
C  0.219668  -1.434846  3.278613  -0.681
O  -1.024379  -1.036738  2.655758  0.138
C  -1.824668  -1.921208  2.065151  0.413
O  -1.617878  -3.168114  1.985725  -0.641
O  -2.805059  -1.224800  1.541197  0.086
C  -3.623498  -1.785829  0.536749  0.324
H  0.924138  -1.644887  2.473805  -0.108
H  0.068835  -2.406438  3.749091  0.398
H  0.487249  -0.726927  4.063057  0.252
H  -2.995040  -2.161957  -0.270515  -0.494
H  -4.185321  -0.982974  0.059384  -0.129
H  -4.273771  -2.557904  0.947999  0.389

Cartesian forces (eV/Å) of the 6 atoms listed first:
1.61 -0.25 0.71
0.54 -0.51 -0.59
-0.96 0.62 0.34
-1.36 -0.83 1.87
-0.19 -0.01 -1.81
0.24 -0.11 -0.17